A gas-phase ion, C4H8NO2S (charge +1), computed with the ωB97M-V functional and the def2-TZVPD basis.

Values from the calculation:
multiplicity: 1
total charge: +1
orbital gap (alpha / beta): 8.4 / 6.5 eV
max |F|: 4.09 eV Å⁻¹
energy above the lowest of the compared OMol25 structures with the same formula, charge and spin: 69.9 kcal/mol
lowest unoccupied orbital energy (alpha / beta): -4.684 / -6.258 eV

```
16
Properties=species:S:1:pos:R:3:lowdin_charge:R:1
C -2.004 0.744 0.130 -0.150
C -2.283 -0.566 0.049 -0.506
C 0.402 0.574 0.439 -0.082
C 1.973 -0.794 -0.529 -0.266
N -0.719 1.428 0.120 0.115
O 2.502 -0.960 0.716 0.025
O 1.262 0.429 -0.556 0.004
S -1.205 -1.954 0.036 0.792
H -2.873 1.499 0.274 0.164
H -3.272 -0.852 -0.083 0.047
H 0.369 -0.163 1.256 0.140
H 1.104 -1.375 -0.696 0.042
H 2.636 -0.881 -1.420 0.175
H -0.503 1.645 -0.826 0.179
H -0.884 2.307 0.474 0.157
H 3.495 -1.081 0.614 0.164
```